This record from the OMol25 dataset describes the ion C11H16N3 with charge +1. The level of theory is wB97M-V/def2-TZVPD.

Output
SMILES: Cc1cccc(CNC2=[NH+]CCN2)c1
Max |F| in eV Å⁻¹: 4.947
Relative energy (zero: lowest compared OMol25 entry of this formula, charge and spin) in kJ/mol: 1193.9
Highest occupied orbital energy in eV: -11.37
Total charge: +1

The geometry in XYZ format:
```
30
Properties=species:S:1:pos:R:3:forces:R:3
C 3.772545 -2.164526 0.495919 0.245 0.613 -0.058
C 2.945817 -0.782083 0.113566 -1.339 1.748 -0.510
C 3.422366 0.152343 -1.160778 -3.625 1.349 2.710
C 2.569987 1.529024 -1.470855 -0.994 -2.114 2.731
C 1.278987 1.968372 -0.560741 2.481 -3.811 0.718
C 0.837057 0.971289 0.707336 2.497 -0.467 -1.791
C -0.522777 1.487438 1.533225 2.519 -1.372 -0.874
N -1.504254 1.910614 0.419835 -0.529 -1.369 0.274
C -2.243491 0.902022 -0.149042 -1.814 -3.423 -2.578
N -3.735789 0.590297 0.089533 1.410 0.817 -0.687
C -3.635124 -0.915632 0.406800 2.175 0.478 -1.404
C -2.887399 -1.369239 -1.004467 -2.131 0.398 1.087
N -1.865085 -0.217911 -1.106061 0.442 0.828 4.729
C 1.658927 -0.406311 1.063164 0.851 3.203 -3.673
H 3.177657 -2.885469 1.207271 0.940 1.674 -1.427
H 4.060915 -2.788324 -0.469064 -0.567 1.540 2.007
H 4.756929 -1.835655 1.079163 -2.075 -0.779 -1.392
H 4.366941 -0.116616 -1.826659 -2.337 0.541 1.684
H 2.915864 2.193603 -2.386384 -0.892 -1.486 2.203
H 0.667913 2.964579 -0.787726 1.632 -2.480 0.492
H -0.934405 0.583398 2.173665 0.564 2.056 -1.417
H -0.245057 2.371575 2.251963 -0.918 -1.553 -1.696
H -1.537150 2.906227 0.105401 -0.597 -1.412 0.684
H -4.224454 0.713060 -0.847971 0.545 -0.127 1.459
H -2.716211 -0.910325 1.155022 -2.409 -0.696 -0.827
H -4.622195 -1.465247 0.724922 2.067 1.414 -0.602
H -2.474446 -2.459762 -0.903317 -0.297 2.388 -0.700
H -3.717353 -1.226559 -1.849446 2.096 -0.608 1.581
H -0.895176 -0.615011 -0.968498 -0.761 1.159 -0.682
H 1.328460 -1.085169 1.964223 0.822 1.490 -2.040
```
Positions in Å, forces in eV/Å.